[1]
DFT (ωB97M-V/def2-TZVPD) results for a molecular structure, C19H43N2O2P3Y in a non-equilibrium geometry.

Last column: natural (NBO) charge in e.
Atoms and positions in Å:
Y 0.32718 -0.05301 0.14098  1.991
P 0.00163 0.44554 2.91441  0.660
P 2.33816 -1.90314 0.18961  0.643
P -2.20334 -1.22531 0.66831  0.650
H -2.08120 3.17798 -2.33589  0.192
C -2.97437 3.22582 -1.70210  -0.401
C -2.92977 3.70259 -0.44758  -0.392
H -1.98720 4.04480 -0.00292  0.180
C 1.19891 1.68089 3.53737  -0.923
C 0.34079 -0.94962 4.05806  -0.908
C -1.54775 1.11268 3.63409  -0.912
C 3.21214 -2.08269 -1.41036  -0.921
C 3.74228 -1.51471 1.30259  -0.910
C 2.02138 -3.65203 0.61532  -0.909
C -3.60373 -0.04212 0.66043  -0.920
C -2.61820 -2.28520 2.10731  -0.917
C -2.67694 -2.33495 -0.71134  -0.923
H -3.91989 2.91938 -2.16514  0.220
H -3.82227 3.75517 0.18437  0.220
H 0.83738 2.69857 3.33956  0.255
H 2.17087 1.55282 3.04304  0.235
H 1.33059 1.54213 4.61985  0.272
H 1.23799 -1.49215 3.72869  0.237
H -0.50178 -1.65357 4.07618  0.260
H 0.51338 -0.54603 5.06659  0.272
H -1.81964 2.03495 3.10264  0.255
H -1.38945 1.34145 4.69870  0.274
H -2.37952 0.40336 3.53652  0.247
H 3.39833 -3.14878 -1.59535  0.287
H 4.17202 -1.54681 -1.39693  0.260
H 2.59593 -1.69688 -2.23520  0.235
H 4.55802 -2.23747 1.16272  0.282
H 3.41277 -1.54964 2.34964  0.255
H 4.12820 -0.50605 1.09952  0.245
H 2.84353 -4.28773 0.25762  0.277
H 1.08848 -3.98490 0.14092  0.256
H 1.91761 -3.77058 1.70131  0.265
H -4.51751 -0.55788 0.33493  0.269
H -3.39357 0.78356 -0.03102  0.258
H -3.75452 0.38155 1.66102  0.255
H -3.50412 -2.89228 1.87053  0.277
H -2.81629 -1.69651 3.01159  0.250
H -1.77655 -2.95877 2.31349  0.245
H -3.76968 -2.44901 -0.71019  0.267
H -2.19880 -3.31334 -0.56627  0.256
H -2.35946 -1.93555 -1.68543  0.254
C -0.59766 -0.15991 -3.11920  0.300
C 0.32527 -0.85957 -3.88131  -0.297
C -0.17354 -1.64563 -4.93153  -0.152
C -1.54302 -1.63427 -5.21934  -0.184
C -2.43324 -0.86247 -4.47056  -0.163
C -1.94506 -0.09537 -3.40409  -0.284
O -0.26803 0.30495 -1.80857  -0.843
H 0.62754 0.84347 -1.67812  0.502
H 1.38607 -0.83623 -3.61714  0.209
H 0.51672 -2.26027 -5.51605  0.252
H -1.93634 -2.21762 -6.05223  0.258
H -3.49625 -0.84575 -4.70625  0.254
H -2.59366 0.50160 -2.75547  0.242
C 1.93850 4.08178 0.84146  -0.424
N 2.77878 3.50380 -0.21622  -0.533
C 2.63276 2.30189 -0.74016  0.824
N 3.58583 1.81301 -1.56276  -0.772
O 1.59525 1.55272 -0.47957  -0.909
H 0.87711 3.86926 0.66521  0.220
H 2.09746 5.16248 0.81705  0.263
H 2.23397 3.71830 1.83549  0.221
H 3.59401 4.02673 -0.52895  0.436
H 3.55230 0.82921 -1.81624  0.422
H 4.40321 2.37138 -1.78765  0.440

Charge: +3
LUMO energy, eV: -9.355
HOMO level, eV: -17.15
Calculated total energy, Ha: -2071.28996
Frontier orbital gap, eV: 7.80

***

[2]
DFT (ωB97M-V/def2-TZVPD) results for a molecular structure, C20H15O9RhS5Sb in a non-equilibrium geometry.

Last column: Löwdin spin population.
Atoms and positions in Å:
Rh 0.29160 0.53800 0.27230  -0.076
S 3.97400 -0.63170 3.41160  0.569
Sb 2.00440 -1.19250 2.33090  0.191
S 0.62340 0.83190 2.59810  0.122
S 2.49320 -0.60210 0.00420  0.150
O 1.57530 1.94330 -1.17340  -0.024
S 0.99220 1.34300 -2.37770  -0.001
O 1.97680 0.86640 -3.32800  -0.001
O -0.04910 0.36360 -2.07850  0.000
C 0.19050 2.71120 -3.22520  0.000
C 0.73040 3.13770 -4.42840  0.000
C 0.16560 4.20090 -5.11190  0.000
C -0.94270 4.84370 -4.58010  0.000
C -1.47220 4.41670 -3.37410  0.000
C -0.90430 3.35210 -2.69660  0.000
S -1.78910 2.79280 -1.23090  0.000
O -2.54960 1.63710 -1.70770  0.000
O -2.65720 3.91030 -0.89590  0.000
O -0.84290 2.51380 -0.15130  0.002
H 1.59370 2.61020 -4.80090  0.000
H 0.57880 4.51930 -6.06040  0.000
H -1.38830 5.68330 -5.09510  0.000
H -2.32720 4.89080 -2.92000  0.000
O -2.18050 -0.00700 0.26130  -0.002
C -2.58900 -1.33840 0.05630  0.000
C -1.27760 -2.27900 0.12180  0.004
O -1.38910 -3.43000 -0.25930  0.012
O -0.29090 -1.71520 0.64450  0.056
C -3.28300 -1.48300 -1.27700  0.000
C -2.54160 -1.33300 -2.44370  0.000
C -3.17010 -1.36420 -3.67470  0.000
C -4.53500 -1.57870 -3.76570  0.000
C -5.27640 -1.73010 -2.60810  0.000
C -4.65840 -1.65770 -1.37400  0.000
C -3.41950 -1.83250 1.21340  0.000
C -3.66600 -1.02860 2.32170  0.000
C -4.46620 -1.49110 3.35210  0.000
C -5.03230 -2.75280 3.29110  0.000
C -4.76650 -3.56670 2.20060  0.000
C -3.95190 -3.12160 1.17750  0.000
H -2.35560 0.53820 -0.55280  0.000
H -1.47710 -1.16480 -2.39370  0.000
H -2.58230 -1.20210 -4.56750  0.000
H -5.02410 -1.61990 -4.73140  0.000
H -6.34590 -1.88750 -2.66110  0.000
H -5.25910 -1.72440 -0.47960  0.000
H -3.23030 -0.04140 2.35870  0.000
H -4.66220 -0.86020 4.20890  0.000
H -5.66950 -3.11070 4.09080  0.000
H -5.20140 -4.55600 2.14810  0.000
H -3.71560 -3.76650 0.34340  0.000

2S+1: 2
Charge: -2
LUMO energy (spin up / spin down), eV: 3.972 / 2.660
HOMO level (spin up / spin down), eV: -2.86 / -2.80
Calculated total energy, Ha: -3790.17273
Frontier orbital gap (spin up / spin down), eV: 6.83 / 5.46

***

[3]
DFT (ωB97M-V/def2-TZVPD) results for 2 unconnected molecules or ions with the total composition H5N3S in a non-equilibrium geometry.

Last column: natural (NBO) charge in e.
Atoms and positions in Å:
N 0.70691 -1.02924 -0.10395  -0.559
N -1.56054 0.65633 0.06749  -1.101
N 1.35089 0.09234 0.09437  -0.358
S 2.91336 0.17682 0.12750  0.115
H -0.34166 -0.98827 -0.29105  0.431
H 1.20208 -1.88847 0.05574  0.365
H -0.60341 0.67075 0.43464  0.385
H -2.24869 1.14990 0.46107  0.364
H -1.41893 1.15983 -0.84580  0.358

Charge: 0
LUMO energy, eV: -0.231
SMILES string: NN=S.N
HOMO level, eV: -8.39
Calculated total energy, Ha: -565.37338
Frontier orbital gap, eV: 8.16

***

[4]
DFT (ωB97M-V/def2-TZVPD) results for a molecular structure, C33H38N2P2SSrTe in a non-equilibrium geometry.

Last column: Löwdin charge in e.
Atoms and positions in Å:
Sr 2.09225 1.33267 0.54764  0.680
C -6.51722 0.35015 -1.66599  -0.413
S -5.34018 -0.69618 -2.54330  0.803
C -4.78934 -1.70095 -1.14269  -0.500
C -3.76330 -1.03755 -0.23578  -0.242
C -2.44494 -0.78880 -0.96516  -0.262
N -1.36913 -0.29452 -0.09578  -0.462
P -1.12651 1.35443 0.32155  0.945
C -2.69374 2.19620 -0.12050  -0.365
C -2.99189 2.62565 -1.41265  -0.077
C -4.16776 3.31296 -1.66923  -0.074
C -5.05297 3.58896 -0.63458  -0.095
C -4.76496 3.17076 0.65631  -0.091
C -3.58759 2.48003 0.91054  -0.117
C 0.00963 2.09525 -0.92147  -0.594
C 0.57104 1.50656 -2.08880  -0.353
C 1.02718 2.42201 -3.08372  -0.155
C 1.40242 3.68733 -2.76121  -0.101
C 1.22376 4.13825 -1.44055  -0.107
C 0.45713 3.38523 -0.57509  -0.257
P 0.02973 -1.13606 0.42399  0.915
C -0.41628 -1.95621 2.00310  -0.369
C 0.38685 -1.66653 3.09881  -0.113
C 0.11929 -2.21550 4.34849  -0.082
C -0.96609 -3.05917 4.50296  -0.084
C -1.77566 -3.36461 3.41167  -0.075
C -1.49911 -2.82296 2.16934  -0.096
C 0.21691 -2.54811 -0.70331  -0.371
C 0.55910 -3.80142 -0.20381  -0.086
C 0.81875 -4.85908 -1.06445  -0.077
C 0.72383 -4.67958 -2.43510  -0.078
C 0.38326 -3.43286 -2.94275  -0.069
C 0.15133 -2.37142 -2.08500  -0.150
H -6.91793 1.06663 -2.38112  0.032
H -6.03566 0.90460 -0.86224  0.013
H -7.33515 -0.25242 -1.27107  0.035
H -4.38006 -2.61555 -1.57945  0.075
H -5.67811 -1.99188 -0.57858  0.076
H -3.57795 -1.69133 0.62011  0.093
H -4.15419 -0.10343 0.16861  0.088
H -2.60454 -0.09442 -1.79253  0.092
H -2.12026 -1.73188 -1.40880  0.098
H -2.28563 2.43896 -2.21270  0.111
H -4.38903 3.64065 -2.67669  0.108
H -5.96675 4.13378 -0.83575  0.106
H -5.44898 3.39133 1.46587  0.103
H -3.35075 2.16678 1.92162  0.100
H 0.15847 0.57399 -2.43671  0.041
H 1.14704 2.03671 -4.08799  0.111
H 1.82353 4.35586 -3.50023  0.107
H 1.54952 5.12847 -1.14777  0.098
H 0.14884 3.79078 0.39040  0.097
H 1.23548 -1.00148 2.95413  0.079
H 0.75490 -1.98552 5.19381  0.103
H -1.18273 -3.48839 5.47272  0.103
H -2.61726 -4.03493 3.53211  0.105
H -2.11304 -3.08940 1.31833  0.101
H 0.63760 -3.96153 0.86322  0.100
H 1.09564 -5.82286 -0.65736  0.103
H 0.92287 -5.50359 -3.10781  0.103
H 0.32081 -3.27916 -4.01191  0.109
H -0.08759 -1.40505 -2.50433  0.077
C 8.10610 0.82119 1.95941  -0.050
C 6.67556 0.73874 1.40288  -0.596
C 6.28420 2.08264 0.78054  -0.045
C 5.70295 0.37543 2.53187  -0.046
C 6.67738 -0.33082 0.38650  -0.211
N 6.78548 -1.17214 -0.38656  0.185
H 8.15462 1.59796 2.72444  0.085
H 8.81198 1.06640 1.16647  0.092
H 8.40602 -0.12824 2.40237  0.091
H 6.46708 2.87280 1.51248  0.089
H 5.22737 2.10441 0.50780  0.039
H 6.86357 2.29691 -0.11582  0.098
H 5.81954 1.08837 3.35071  0.089
H 5.88626 -0.62797 2.91363  0.095
H 4.66738 0.42432 2.18422  0.049
Te 3.00960 -0.00068 -1.77230  0.041

Charge: 0
LUMO energy, eV: -0.555
HOMO level, eV: -5.44
Calculated total energy, Ha: -2769.39158
Frontier orbital gap, eV: 4.89